(1)
Density functional theory data (the ωB97M-V functional and the def2-TZVPD basis) for the molecule C19H24ClN3O2S in a non-equilibrium geometry.

Geometry (Å):
S 0.82 -1.51 -1.88
C 0.55 0.05 -1.40
N 1.50 0.81 -0.76
C 2.84 0.54 -0.51
C 3.63 -0.28 -1.32
C 4.97 -0.46 -1.03
C 5.53 0.17 0.07
Cl 7.20 -0.06 0.43
C 4.76 1.00 0.87
C 3.43 1.18 0.58
N -0.63 0.68 -1.62
C -1.81 -0.07 -1.97
C -2.92 0.02 -0.92
C -2.42 -0.33 0.48
N -1.59 -1.51 0.49
C -2.34 -2.75 0.35
C -1.36 -3.92 0.25
O -0.54 -3.99 1.39
C 0.19 -2.79 1.53
C -0.74 -1.59 1.67
C -0.74 2.13 -1.63
C -1.13 2.75 -0.32
C -2.26 3.42 0.06
C -2.06 3.79 1.42
C -0.84 3.32 1.77
O -0.26 2.69 0.72
H 1.14 1.56 -0.19
H 3.20 -0.77 -2.17
H 5.57 -1.10 -1.65
H 5.21 1.50 1.72
H 2.83 1.83 1.20
H -1.50 -1.11 -2.08
H -2.19 0.28 -2.94
H -3.35 1.02 -0.89
H -3.72 -0.67 -1.22
H -1.82 0.50 0.86
H -3.29 -0.43 1.16
H -2.94 -2.70 -0.56
H -3.01 -2.91 1.22
H -1.89 -4.86 0.19
H -0.74 -3.78 -0.65
H 0.81 -2.91 2.43
H 0.84 -2.65 0.66
H -0.14 -0.68 1.74
H -1.34 -1.69 2.59
H -1.51 2.40 -2.36
H 0.21 2.55 -1.96
H -3.11 3.63 -0.54
H -2.75 4.32 2.04
H -0.28 3.35 2.68

Properties
HOMO = -0.288 hartree
SMILES = S=C(Nc1ccc(Cl)cc1)N(CCCN1CCOCC1)Cc1ccco1
energy above the lowest of the compared OMol25 structures with the same formula, charge and spin = 8.61 kcal per mole
spin multiplicity = 1
LUMO energy = 0.5 eV
electronic energy = -52014.868 eV
frontier orbital gap = 8.360 eV

(2)
Density functional theory data (the ωB97M-V functional and the def2-TZVPD basis) for the molecule C19H24FN3O3S.

Geometry (Å):
C -1.90 -2.90 1.11
C -0.83 -2.10 0.47
N 0.27 -2.68 -0.12
C 1.10 -1.74 -0.64
C 2.35 -2.07 -1.36
C 0.52 -0.52 -0.38
S 1.03 1.12 -0.79
O 2.23 1.06 -1.58
O -0.11 1.80 -1.35
N 1.36 1.89 0.65
C 2.21 1.17 1.58
C 3.55 0.86 0.96
C 4.24 1.86 0.29
C 5.46 1.60 -0.30
C 5.99 0.32 -0.19
F 7.19 0.05 -0.76
C 5.33 -0.68 0.48
C 4.10 -0.40 1.06
C -0.70 -0.74 0.31
C -1.53 0.39 0.79
O -1.19 1.03 1.79
N -2.62 0.69 0.08
C -2.96 0.11 -1.20
C -4.43 -0.29 -1.21
C -5.30 0.93 -0.90
C -4.88 1.52 0.44
C -3.40 1.87 0.41
H -1.48 -3.58 1.86
H -2.44 -3.50 0.38
H -2.60 -2.23 1.60
H 0.43 -3.68 -0.15
H 2.82 -1.14 -1.67
H 2.14 -2.67 -2.24
H 3.04 -2.62 -0.72
H 0.48 2.13 1.09
H 1.74 0.24 1.92
H 2.35 1.81 2.46
H 3.80 2.84 0.21
H 6.00 2.36 -0.84
H 5.77 -1.67 0.55
H 3.57 -1.18 1.58
H -2.32 -0.76 -1.37
H -2.75 0.84 -1.98
H -4.69 -0.70 -2.19
H -4.61 -1.06 -0.46
H -6.36 0.64 -0.88
H -5.18 1.67 -1.69
H -5.46 2.42 0.65
H -5.07 0.80 1.23
H -3.06 2.23 1.38
H -3.20 2.64 -0.34

Properties
HOMO = -0.315 hartree
SMILES = Cc1[nH]c(C)c(S(=O)(=O)NCc2ccc(F)cc2)c1C(=O)N1CCCCC1
energy above the lowest of the compared OMol25 structures with the same formula, charge and spin = 0.00 kcal per mole
spin multiplicity = 1
LUMO energy = 0.5 eV
electronic energy = -44258.980 eV
frontier orbital gap = 9.035 eV

(3)
Density functional theory data (the ωB97M-V functional and the def2-TZVPD basis) for an isolated ion of composition C19H24FOSi and charge +1 in a non-equilibrium geometry.

Geometry (Å):
C 1.57 1.72 2.02
C 0.80 0.67 1.32
C 1.05 0.23 -0.06
O 0.00 -0.07 2.07
Si 0.14 -1.66 2.73
C 0.55 -1.49 4.54
C -1.48 -2.46 2.44
C 1.53 -2.66 1.93
H 2.13 2.41 1.38
H 0.91 2.30 2.67
H 2.30 1.24 2.69
H 0.76 -0.83 -0.09
H 2.16 0.24 -0.17
H 0.64 -2.48 4.99
H 1.50 -0.96 4.72
H -0.24 -0.95 5.08
H -1.44 -3.52 2.72
H -2.26 -2.00 3.04
H -1.78 -2.41 1.39
H 1.46 -3.70 2.30
H 1.45 -2.69 0.83
H 2.53 -2.28 2.20
F -1.89 -2.90 -3.28
C -0.77 -2.10 -3.26
C 0.20 -2.27 -4.24
C 1.30 -1.40 -4.23
C 1.35 -0.33 -3.32
C 0.32 -0.15 -2.39
C 0.53 0.93 -1.32
C -0.60 1.97 -1.20
C -0.21 3.29 -0.92
C -1.16 4.22 -0.50
C -2.52 3.86 -0.42
C -2.91 2.63 -0.96
C -1.95 1.73 -1.45
C -0.73 -1.07 -2.31
H 0.08 -3.04 -4.98
H 2.10 -1.53 -4.97
H 2.22 0.35 -3.31
H 1.39 1.51 -1.69
H 0.82 3.61 -1.09
H -0.87 5.25 -0.25
H -3.27 4.52 0.02
H -3.98 2.38 -1.05
H -2.26 0.87 -2.06
H -1.51 -0.97 -1.55

Properties
HOMO = -0.439 hartree
energy above the lowest of the compared OMol25 structures with the same formula, charge and spin = 0.00 kcal per mole
total charge = +1
spin multiplicity = 1
LUMO energy = -5.1 eV
electronic energy = -32729.224 eV
frontier orbital gap = 6.860 eV

(4)
Density functional theory data (the ωB97M-V functional and the def2-TZVPD basis) for C19H24MoN4O6S as an isolated structure in a non-equilibrium geometry.

Geometry (Å):
Mo -0.14 -0.30 -0.61
O 1.27 1.34 1.30
C 2.70 1.27 1.30
C 3.16 0.46 0.09
N 2.36 -0.76 -0.11
C 2.87 -1.52 -1.25
C 1.67 -2.30 -1.84
O 1.72 -3.36 -2.37
O 0.59 -1.57 -1.63
C 2.28 -1.63 1.07
C 1.02 -1.23 1.87
O 1.02 -0.92 3.02
O -0.01 -1.21 1.08
H 0.98 1.29 2.22
H 3.04 0.81 2.24
H 3.11 2.28 1.24
H 4.22 0.22 0.22
H 3.04 1.07 -0.81
H 3.66 -2.23 -0.97
H 3.26 -0.86 -2.03
H 3.17 -1.59 1.71
H 2.12 -2.66 0.75
C 1.83 4.09 -3.54
C 1.69 3.79 -2.19
C 0.97 2.68 -1.80
C 0.37 1.85 -2.76
C 0.52 2.16 -4.12
C 1.25 3.27 -4.50
N -0.39 0.77 -2.30
N -1.26 0.30 -3.18
C -2.03 -0.68 -2.71
C -2.95 -1.39 -3.52
C -3.71 -2.37 -2.95
C -3.60 -2.63 -1.57
C -2.67 -1.93 -0.83
N -1.90 -0.98 -1.38
H 2.38 4.96 -3.84
H 2.14 4.43 -1.45
H 0.83 2.45 -0.75
H 0.08 1.50 -4.86
H 1.38 3.49 -5.55
H -3.00 -1.16 -4.57
H -4.40 -2.95 -3.54
H -4.20 -3.39 -1.10
H -2.52 -2.13 0.22
C -2.21 2.31 2.31
S -1.68 2.47 0.58
C -3.30 2.31 -0.23
O -1.07 1.07 0.30
H -2.82 1.42 2.44
H -2.77 3.20 2.59
H -1.33 2.25 2.94
H -3.92 3.16 0.01
H -3.77 1.39 0.10
H -3.15 2.29 -1.31

Properties
HOMO (alpha / beta) = -0.535 / -0.546 hartree
total charge = +2
spin multiplicity = 1
LUMO energy (alpha / beta) = -8.5 / -8.7 eV
electronic energy = -51013.131 eV
frontier orbital gap (alpha / beta) = 6.020 / 6.124 eV

(5)
Density functional theory data (the ωB97M-V functional and the def2-TZVPD basis) for a 2-piece molecular cluster, C19H24N overall in a non-equilibrium geometry.

Geometry (Å):
C 0.24 -0.72 2.32
N 1.27 0.10 1.73
C 0.91 1.49 1.49
C 1.08 2.03 0.06
C 2.25 1.44 -0.71
C 2.29 -0.08 -0.60
C 2.17 -0.60 0.84
H -0.45 -1.16 1.55
H 0.71 -1.55 2.88
H -0.36 -0.13 3.01
H -0.13 1.63 1.81
H 1.53 2.10 2.18
H 0.15 1.84 -0.48
H 1.18 3.12 0.13
H 2.18 1.73 -1.76
H 3.19 1.85 -0.33
H 1.47 -0.51 -1.19
H 3.21 -0.48 -1.02
H 3.16 -0.57 1.31
H 1.86 -1.66 0.82
C 2.21 0.76 4.62
C 1.21 0.90 5.64
C 0.17 -0.07 5.70
C -0.87 0.03 6.62
C -0.86 1.05 7.58
C 0.18 2.00 7.59
C 1.19 1.94 6.63
C 3.61 0.89 4.82
C 4.51 0.52 3.78
C 5.89 0.62 3.96
C 6.41 1.09 5.18
C 5.54 1.38 6.25
C 4.17 1.24 6.09
H 1.89 0.44 3.64
H 0.21 -0.91 5.00
H -1.68 -0.69 6.58
H -1.66 1.10 8.32
H 0.20 2.79 8.35
H 1.98 2.69 6.62
H 4.09 0.11 2.86
H 6.57 0.31 3.16
H 7.49 1.20 5.31
H 5.93 1.69 7.22
H 3.50 1.36 6.95

Properties
HOMO = -0.402 hartree
energy above the lowest of the compared OMol25 structures with the same formula, charge and spin = 53.10 kcal per mole
total charge = +1
spin multiplicity = 1
LUMO energy = -5.7 eV
electronic energy = -21574.524 eV
frontier orbital gap = 5.204 eV

(6)
Density functional theory data (the ωB97M-V functional and the def2-TZVPD basis) for the molecule C19H24N2O2S in a non-equilibrium geometry.

Geometry (Å):
C -1.54 -2.22 7.42
C -0.69 -1.59 6.29
C -0.17 -2.31 5.22
N 0.48 -1.53 4.26
C 0.50 -0.27 4.62
C 1.06 0.79 3.77
C -0.03 1.33 2.84
C 0.60 2.19 1.79
O 0.85 3.33 2.08
N 0.94 1.61 0.59
C 1.27 2.32 -0.63
C 2.23 1.46 -1.42
C 1.60 0.30 -2.20
C 0.42 0.77 -3.05
C -0.24 -0.38 -3.78
C -0.39 -0.33 -5.20
C -1.00 -1.37 -5.88
C -1.41 -2.52 -5.21
O -1.96 -3.58 -5.87
C -1.33 -2.61 -3.81
C -0.78 -1.51 -3.13
C -0.61 1.48 -2.18
C 0.00 2.68 -1.43
S -0.33 0.12 6.15
H -2.48 -1.66 7.51
H -1.03 -2.13 8.37
H -1.68 -3.30 7.28
H -0.29 -3.37 5.09
H 1.88 0.37 3.11
H 1.57 1.60 4.31
H -0.61 0.55 2.35
H -0.71 1.94 3.45
H 0.63 0.66 0.52
H 1.80 3.22 -0.34
H 2.73 2.12 -2.12
H 2.93 1.06 -0.73
H 2.37 -0.22 -2.79
H 1.18 -0.40 -1.48
H 0.80 1.47 -3.76
H -0.07 0.53 -5.75
H -1.10 -1.28 -6.95
H -2.08 -3.36 -6.79
H -1.65 -3.54 -3.28
H -0.71 -1.58 -2.03
H -1.42 1.82 -2.88
H -1.08 0.80 -1.48
H -0.75 3.05 -0.75
H 0.29 3.48 -2.14

Properties
HOMO = -0.310 hartree
SMILES = Cc1cnc(CCC(=O)N[C@H]2CC[C@@H](c3ccc(O)cc3)CC2)s1
energy above the lowest of the compared OMol25 structures with the same formula, charge and spin = 15.12 kcal per mole
spin multiplicity = 1
LUMO energy = 0.7 eV
electronic energy = -38003.688 eV
frontier orbital gap = 9.130 eV

- electronic energy of number 1 (C19H24ClN3O2S)?
  -52014.868 eV